[1]
{"formula": "C24H16Cl2NiO24", "method": "ωB97M-V/def2-TZVPD", "orbital_gap_ev": [6.662, 6.656], "mol_weight_da": 817.97, "total_energy_ha": -5157.93801, "total_charge": 0, "multiplicity": 3, "de_lowest_kcal_mol": 3.9, "species": ["Ni", "Cl", "O", "O", "O", "O", "Cl", "O", "O", "O", "O", "C", "C", "C", "O", "C", "C", "C", "O", "O", "O", "H", "H", "H", "H", "C", "C", "C", "O", "C", "C", "C", "O", "O", "O", "H", "H", "H", "H", "C", "C", "C", "O", "C", "C", "C", "O", "O", "O", "H", "H", "H", "H", "C", "C", "C", "O", "C", "C", "C", "O", "O", "O", "H", "H", "H", "H"], "positions_angstrom": [[-0.25630, 0.26527, 0.09829], [-1.95016, 0.96940, 2.93275], [-2.06201, -0.38818, 3.40510], [-1.74744, 1.02759, 1.50325], [-3.12568, 1.81839, 3.15633], [-0.78755, 1.62277, 3.51096], [1.47830, -0.52676, -2.70958], [0.30196, -0.63095, -3.47948], [2.47490, -1.48149, -3.04006], [2.10772, 0.75127, -3.02794], [1.12288, -0.60213, -1.36695], [4.09113, 3.52944, 2.17383], [2.99603, 2.71180, 2.01229], [2.40142, 2.46719, 0.67103], [1.37067, 1.85395, 0.49500], [3.04793, 3.21626, -0.45528], [4.13374, 3.97423, -0.24298], [4.71757, 4.29161, 1.08058], [5.59998, 5.16139, 1.20294], [4.67101, 4.68286, -1.24104], [2.41792, 2.00354, 3.06470], [4.40893, 3.63379, 3.20073], [2.76529, 2.98485, -1.47163], [5.44359, 5.18473, -0.97113], [2.92203, 2.15624, 3.86729], [-1.34173, 4.25300, -4.04673], [-0.72174, 3.73394, -2.93934], [-1.27289, 2.36796, -2.29582], [-0.83386, 1.66530, -1.35203], [-2.44165, 1.81556, -3.06736], [-3.04466, 2.42816, -4.09999], [-2.57475, 3.76124, -4.71006], [-3.08817, 4.40445, -5.67428], [-4.17435, 1.97594, -4.65626], [0.41620, 4.18080, -2.39840], [-0.93473, 5.18728, -4.40435], [-2.87234, 0.95287, -2.58086], [-4.25269, 2.35137, -5.53632], [0.63957, 5.03928, -2.76546], [1.92122, -4.19081, 2.09735], [1.44653, -3.06965, 1.53098], [1.26288, -1.75733, 2.16117], [0.76970, -0.75819, 1.58408], [1.57091, -1.82024, 3.59478], [2.09334, -2.94303, 4.21290], [2.40290, -4.27725, 3.47091], [3.06587, -5.18384, 4.02654], [2.24249, -2.92308, 5.54912], [1.01897, -3.12316, 0.27118], [1.99474, -5.05939, 1.45972], [1.41707, -0.92022, 4.17158], [2.60921, -3.76431, 5.83101], [0.71371, -3.99694, 0.01637], [-3.13486, -2.84465, -1.59785], [-3.91048, -3.96964, -1.52603], [-4.08177, -4.80165, -0.29054], [-4.94228, -5.70926, -0.17158], [-3.28796, -4.42331, 0.80725], [-2.49906, -3.30095, 0.78209], [-2.42197, -2.36346, -0.39653], [-1.74875, -1.33894, -0.35460], [-1.86723, -2.88607, 1.88983], [-4.64445, -4.37302, -2.60212], [-2.94459, -2.30528, -2.51397], [-3.28961, -5.00676, 1.71609], [-2.41109, -2.82877, 2.67884], [-5.39172, -4.85512, -2.24051]]}

=====

[2]
{"formula": "C24H16N4O8S3Sc", "method": "ωB97M-V/def2-TZVPD", "orbital_gap_ev": 4.487, "mol_weight_da": 629.57, "total_energy_ha": -3700.73629, "total_charge": -1, "multiplicity": 1, "de_lowest_kcal_mol": 39.2, "species": ["Sc", "O", "C", "O", "C", "C", "C", "C", "C", "N", "C", "O", "O", "H", "H", "H", "H", "H", "S", "C", "C", "C", "C", "C", "C", "S", "H", "H", "H", "H", "O", "C", "O", "C", "C", "C", "N", "C", "C", "C", "O", "O", "H", "H", "H", "S", "C", "N", "C", "C", "C", "N", "H", "H", "H", "H"], "positions_angstrom": [[0.02554, 0.77144, -0.42896], [-0.99530, 4.94731, -0.07544], [-0.93203, 3.63795, 0.10933], [-0.83505, 2.86157, -0.81510], [-0.92535, 3.14881, 1.49490], [-1.05518, 3.92143, 2.64108], [-1.00547, 3.28029, 3.86483], [-0.84858, 1.90205, 3.90710], [-0.73509, 1.21093, 2.70905], [-0.75278, 1.83118, 1.53637], [-0.60688, -0.26192, 2.52007], [-0.64972, -1.07585, 3.55843], [-0.52225, -0.70915, 1.40346], [-0.90369, 5.10127, -1.02915], [-1.18485, 4.99015, 2.54968], [-1.09052, 3.84301, 4.78389], [-0.81427, 1.39259, 4.86055], [-0.59108, -0.60788, 4.39846], [1.41135, 2.12317, -2.20934], [3.01777, 1.57537, -1.78617], [4.01483, 1.62774, -2.77047], [5.31534, 1.25047, -2.49973], [5.65554, 0.80362, -1.22691], [4.68520, 0.73515, -0.24602], [3.36231, 1.11115, -0.50143], [2.21109, 1.01156, 0.82240], [3.72873, 1.97216, -3.75625], [6.06485, 1.30445, -3.28101], [6.67518, 0.51086, -1.00679], [4.92378, 0.37297, 0.74632], [-5.52989, -3.30806, -1.90135], [-5.36329, -2.66273, -0.85825], [-5.91210, -2.69902, 0.25702], [-4.22021, -1.58972, -0.93489], [-4.27609, -0.45223, -0.13420], [-3.22354, 0.43719, -0.14959], [-2.10217, 0.21953, -0.84810], [-2.05314, -0.87322, -1.62840], [-3.09917, -1.77344, -1.73290], [-0.71658, -1.13501, -2.31237], [-0.66915, -1.76623, -3.34578], [0.29381, -0.67810, -1.63899], [-5.13491, -0.30310, 0.50605], [-3.25126, 1.35704, 0.42694], [-3.02401, -2.62155, -2.39971], [2.25422, -2.51267, 2.38505], [1.73991, -2.88156, 0.85314], [0.41518, -3.25586, 0.67714], [-0.06673, -3.68544, -0.50311], [0.77238, -3.79566, -1.56551], [2.08149, -3.30251, -1.37566], [2.55034, -2.87942, -0.23206], [-0.18173, -3.11543, 1.47439], [-1.12169, -3.92272, -0.54681], [0.42938, -4.13345, -2.52810], [2.76553, -3.25049, -2.21709]]}

=====

[3]
{"formula": "C24H17Cl5FeNO3SSi", "method": "ωB97M-V/def2-TZVPD", "orbital_gap_ev": [6.680, 3.652], "mol_weight_da": 660.67, "total_energy_ha": -5457.46000, "total_charge": 0, "multiplicity": 6, "de_lowest_kcal_mol": 43.5, "species": ["Fe", "Cl", "C", "C", "C", "Cl", "C", "Cl", "C", "Cl", "C", "Cl", "C", "C", "C", "C", "C", "C", "Si", "C", "C", "C", "C", "C", "C", "H", "H", "H", "H", "H", "H", "H", "H", "H", "H", "H", "N", "C", "C", "C", "C", "C", "C", "S", "O", "O", "O", "H", "H", "H", "H", "H", "H"], "positions_angstrom": [[-0.36350, 0.01212, 0.08769], [1.69078, 1.83092, 2.98956], [2.12536, 0.28286, 2.35387], [1.35144, -0.24483, 1.33467], [1.71694, -1.50982, 0.89414], [0.67964, -2.13159, -0.38042], [2.76558, -2.25344, 1.39990], [3.09187, -3.83427, 0.82357], [3.53683, -1.67371, 2.40941], [4.85527, -2.54292, 3.07134], [3.22186, -0.39687, 2.88518], [4.17565, 0.30794, 4.12449], [1.41566, -0.04432, -5.41058], [2.02345, -0.31632, -4.19245], [1.50511, 0.21803, -3.02489], [0.37252, 1.03596, -3.05609], [-0.24274, 1.27999, -4.28516], [0.28060, 0.75362, -5.45486], [-0.31855, 1.86971, -1.50453], [0.86160, 3.21603, -0.90864], [2.10991, 2.92953, -0.35266], [2.97786, 3.95081, -0.00495], [2.60919, 5.27476, -0.20067], [1.36305, 5.57387, -0.73326], [0.49308, 4.55157, -1.07637], [1.82660, -0.45048, -6.32499], [2.90641, -0.94107, -4.15757], [1.99230, 0.00977, -2.07711], [-1.13137, 1.89884, -4.32385], [-0.19157, 0.97298, -6.40323], [-1.52404, 2.60630, -1.98028], [2.40124, 1.89715, -0.19187], [3.94717, 3.71717, 0.41596], [3.29115, 6.07325, 0.05935], [1.07272, 6.60438, -0.88973], [-0.47960, 4.78958, -1.49106], [-2.20114, 0.10733, 1.49444], [-2.77683, -1.19166, 1.74982], [-4.15274, -1.37489, 1.75113], [-4.67452, -2.63518, 2.00318], [-3.81058, -3.69134, 2.23613], [-2.43907, -3.52779, 2.21708], [-1.92108, -2.26265, 1.98176], [-4.55847, -5.32715, 2.59165], [-3.44587, -6.12942, 3.05359], [-5.55622, -5.00038, 3.59022], [-5.08663, -5.68323, 1.28691], [-2.92378, 0.79664, 1.31830], [-1.65863, 0.41948, 2.29807], [-4.81809, -0.53640, 1.56941], [-5.74014, -2.81109, 2.04310], [-1.79865, -4.38029, 2.39655], [-0.84703, -2.08949, 1.99478]]}